1.
{"formula": "C33H83As2F12MgNO18", "method": "ωB97M-V with the def2-TZVPD basis set", "lumo_ha": -0.0059, "orbital_gap_ev": 8.98, "symbols": ["Mg", "As", "F", "F", "F", "F", "F", "F", "As", "F", "F", "F", "F", "F", "F", "C", "N", "O", "O", "H", "H", "H", "C", "O", "C", "C", "O", "C", "H", "H", "H", "H", "H", "H", "H", "H", "H", "H", "C", "O", "C", "C", "O", "C", "H", "H", "H", "H", "H", "H", "H", "H", "H", "H", "C", "O", "C", "C", "O", "C", "H", "H", "H", "H", "H", "H", "H", "H", "H", "H", "C", "O", "C", "C", "O", "C", "H", "H", "H", "H", "H", "H", "H", "H", "H", "H", "C", "O", "C", "C", "O", "C", "H", "H", "H", "H", "H", "H", "H", "H", "H", "H", "C", "O", "C", "C", "O", "C", "H", "H", "H", "H", "H", "H", "H", "H", "H", "H", "C", "O", "C", "C", "O", "C", "H", "H", "H", "H", "H", "H", "H", "H", "H", "H", "C", "O", "C", "C", "O", "C", "H", "H", "H", "H", "H", "H", "H", "H", "H", "H"], "positions_angstrom": [[2.88718, -1.79934, -0.17966], [0.39131, 0.68749, 0.57743], [-0.91801, -0.33410, 1.05070], [0.04911, 0.31019, -1.10604], [1.67726, 1.71770, 0.01277], [0.87167, 0.93109, 2.21401], [1.55188, -0.69008, 0.51386], [-0.65686, 2.05582, 0.56314], [5.81541, 0.30202, 0.57998], [4.95625, 1.76257, 0.29222], [7.36922, 1.07760, 0.54271], [6.51414, -1.27675, 0.82926], [4.23598, -0.56843, 0.51065], [5.96819, 0.02983, -1.14534], [5.67545, 0.53015, 2.27588], [-3.96588, 0.78751, 0.76110], [-3.90926, 0.60958, 2.23720], [-4.43947, -0.37857, 2.71184], [-3.49022, 1.53907, 2.89315], [-3.32783, 0.01169, 0.34395], [-3.53616, 1.75021, 0.53040], [-4.97977, 0.71767, 0.38712], [-2.81022, 3.63228, -1.11698], [-4.17888, 3.34434, -1.02673], [-4.73904, 2.95927, -2.25826], [-6.20192, 2.64454, -2.13472], [-6.47052, 1.77564, -1.06160], [-7.86461, 1.61042, -0.85250], [-2.40089, 3.91487, -0.14765], [-2.60967, 4.43056, -1.83803], [-2.23136, 2.74032, -1.38903], [-4.17726, 2.11128, -2.67312], [-4.58800, 3.80976, -2.93711], [-6.55689, 2.14613, -3.05015], [-6.78965, 3.56930, -2.06308], [-8.05674, 0.82038, -0.13679], [-8.29787, 1.29913, -1.81924], [-8.30687, 2.58601, -0.63273], [-3.67057, 2.90237, -5.75231], [-2.71057, 2.86120, -4.71997], [-1.42737, 2.51516, -5.17264], [-0.50190, 2.44706, -3.96540], [-0.37389, 3.73994, -3.42817], [0.37543, 3.78372, -2.23815], [-3.68023, 3.90018, -6.21151], [-4.63973, 2.64764, -5.32839], [-3.43446, 2.23912, -6.59371], [-1.01048, 3.28091, -5.83736], [-1.40392, 1.52658, -5.64768], [0.48811, 2.02643, -4.18407], [-0.98286, 1.79817, -3.21617], [1.37907, 3.33908, -2.28263], [-0.14363, 3.31658, -1.39865], [0.54839, 4.83284, -2.00387], [2.51402, -2.61068, 2.76798], [2.97180, -2.91849, 1.46271], [4.17161, -3.72877, 1.47927], [4.62632, -3.96783, 0.04942], [4.38904, -2.81993, -0.78304], [5.34898, -2.77116, -1.83473], [1.95920, -3.40035, 3.28182], [1.79574, -1.79006, 2.75035], [3.32502, -2.24222, 3.39712], [3.83689, -4.67185, 1.91839], [4.92996, -3.22670, 2.08035], [4.05983, -4.80342, -0.37632], [5.67202, -4.26989, 0.03157], [5.11717, -3.58843, -2.52806], [6.37976, -2.82119, -1.49454], [5.23455, -1.85593, -2.40801], [-4.85361, -0.86121, -2.66949], [-3.74772, -1.35420, -1.94363], [-2.48386, -0.74204, -2.12678], [-1.91977, -1.08172, -3.48327], [-1.84964, -2.46923, -3.72005], [-1.53807, -2.71661, -5.06789], [-5.48427, -0.27763, -1.99621], [-5.45064, -1.69282, -3.04883], [-4.56960, -0.22950, -3.51732], [-1.88536, -1.30777, -1.40426], [-2.41806, 0.29689, -1.80290], [-0.96062, -0.58033, -3.69146], [-2.55486, -0.61964, -4.25954], [-2.19298, -2.24234, -5.80380], [-1.54146, -3.79330, -5.22485], [-0.51565, -2.36556, -5.27537], [0.98338, -4.24604, -0.32064], [1.69673, -3.21237, -1.00080], [0.96038, -2.65161, -2.08260], [1.93848, -1.74267, -2.83273], [2.72507, -0.96530, -1.92104], [3.21413, 0.24686, -2.47466], [0.21966, -3.88686, 0.37443], [1.67707, -4.83668, 0.27426], [0.50339, -4.93942, -1.01341], [0.15971, -2.00144, -1.72629], [0.63228, -3.39961, -2.80310], [1.39774, -1.09117, -3.52038], [2.63446, -2.35308, -3.42044], [2.39703, 0.81325, -2.93955], [3.96097, 0.05518, -3.24613], [3.56896, 0.93025, -1.70845], [5.63438, 8.04380, 1.18822], [5.10218, 6.80766, 0.82095], [3.70411, 6.78896, 0.65515], [3.24667, 5.38038, 0.33462], [1.85687, 5.44911, 0.06541], [0.99162, 5.15017, 1.14621], [5.40528, 8.81343, 0.43310], [6.72328, 8.02040, 1.14397], [5.27802, 8.34858, 2.17511], [3.45239, 7.37952, -0.23501], [3.21396, 7.20626, 1.54328], [3.52255, 4.62668, 1.07269], [3.70743, 5.14402, -0.62617], [-0.03513, 5.36176, 0.86598], [1.22858, 5.85192, 1.96210], [1.15043, 4.16381, 1.58657], [0.78270, -0.46529, 5.35589], [1.86547, -1.38243, 5.37714], [1.66282, -2.49727, 6.20815], [2.05640, -2.12635, 7.63667], [2.21298, -3.22211, 8.50827], [2.28976, -2.86396, 9.85247], [-0.14927, -0.96253, 5.07102], [0.99929, 0.31693, 4.63336], [0.65014, 0.00613, 6.33299], [2.31450, -3.29153, 5.83691], [0.62784, -2.85313, 6.16313], [1.29584, -1.45000, 8.04970], [2.99831, -1.56593, 7.61900], [1.38403, -2.36359, 10.21427], [3.13769, -2.19078, 10.05440], [2.49189, -3.76009, 10.43653], [-3.25848, -6.11169, 0.82671], [-2.33057, -5.46028, -0.01588], [-2.67172, -4.10014, -0.30157], [-2.84983, -3.28856, 0.97197], [-1.69874, -3.38558, 1.77775], [-1.90532, -2.73386, 3.01109], [-3.14407, -5.75875, 1.85458], [-3.01018, -7.17477, 0.87194], [-4.26532, -6.04680, 0.40497], [-3.53247, -4.03507, -0.97057], [-1.79750, -3.73875, -0.84550], [-3.75089, -3.59175, 1.51235], [-2.99739, -2.24875, 0.64854], [-1.09874, -2.94812, 3.71438], [-2.81679, -3.11049, 3.49052], [-1.98081, -1.65069, 2.89154]]}

***

2.
{"formula": "C2H3Br2NO4S", "method": "ωB97M-V with the def2-TZVPD basis set", "e_above_lowest_ev": 0.136, "lumo_ha": -0.0165, "orbital_gap_ev": 10.05, "symbols": ["C", "C", "N", "O", "O", "O", "O", "S", "Br", "Br", "H", "H", "H"], "positions_angstrom": [[1.90076, 0.22703, 0.39945], [-0.99887, -0.08878, 0.61231], [-2.05692, 0.00352, -0.49129], [-2.23635, -1.00405, -1.12341], [-2.47548, 1.12058, -0.69040], [0.34528, 0.95616, -1.60790], [0.54782, -1.44384, -1.13939], [0.53765, -0.11045, -0.68365], [-1.14760, 1.46835, 1.56130], [-0.87874, -1.80979, 1.33986], [1.55836, 0.21178, 1.40514], [2.57328, -0.58725, 0.53665], [2.33081, 1.05675, -0.11867]]}

***

3.
{"formula": "C3H5NO2", "method": "ωB97M-V with the def2-TZVPD basis set", "e_above_lowest_ev": 1.481, "lumo_ha": 0.0242, "orbital_gap_ev": 10.23, "symbols": ["O", "C", "C", "N", "C", "O", "H", "H", "H", "H", "H"], "positions_angstrom": [[-0.77880, -0.98551, -1.49987], [0.06946, -0.45607, -0.53727], [-0.05366, 1.05036, -0.28234], [0.02770, 0.77511, 1.15579], [-0.08211, -0.60591, 1.03013], [-0.12079, -1.45399, 1.88492], [-0.64755, -1.94007, -1.50599], [1.12770, -0.69889, -0.73519], [0.73663, 1.69985, -0.66705], [-1.02981, 1.44905, -0.58119], [0.75122, 1.16607, 1.73807]]}